This record from OMol25 describes a cluster of 6 separate species, C46H35BF19NO21P in total at a distorted geometry. The level of theory is ωB97M-V with the def2-TZVPD basis set.

```
124
Properties=species:S:1:pos:R:3:forces:R:3:mulliken_charge:R:1
N -0.305 1.640 3.312 2.5 2.6 1.2 -0.400
B 0.499 2.922 3.182 -2.7 0.5 3.0 0.698
O 0.306 4.036 4.154 2.3 -1.3 -3.8 -0.660
P 1.782 3.243 1.745 1.1 -0.1 -0.5 -0.143
C 3.464 3.573 2.662 0.1 0.6 0.0 -0.533
C 4.286 2.196 3.022 1.1 0.0 1.3 -0.607
C 3.592 1.321 4.245 0.1 0.9 2.6 0.292
F 3.227 -0.091 3.935 0.3 4.7 0.9 -0.325
C 3.384 1.916 5.625 -0.6 -1.8 -2.3 0.540
F 4.335 2.865 6.265 -4.1 -3.0 -2.4 -0.255
F 2.143 1.537 6.388 5.0 1.5 -2.1 -0.195
C 1.792 1.649 0.693 0.8 -1.4 0.0 -0.742
C 2.962 1.577 -0.453 -0.1 -1.1 -1.6 -0.236
C 2.871 0.056 -1.141 -1.8 -1.0 -2.4 0.160
F 3.988 -0.954 -1.021 -3.9 2.9 0.9 -0.326
C 1.639 -0.366 -1.919 1.5 0.1 0.9 0.273
F 1.243 0.357 -3.184 0.4 -2.3 5.1 -0.189
F 0.779 -1.516 -1.492 3.3 3.6 -2.6 -0.238
C 1.403 4.849 0.765 0.2 1.1 -0.5 -0.588
C 0.048 4.784 -0.157 0.3 0.5 -0.6 -0.788
C -1.260 5.551 0.494 0.8 2.2 0.4 0.724
F -1.102 7.004 0.113 -0.5 -4.3 1.3 -0.333
F -1.295 5.535 1.982 0.1 -0.2 -4.4 -0.247
C -2.703 5.080 -0.125 -0.5 2.0 -2.0 0.256
F -2.531 5.014 -1.614 -0.3 0.3 4.7 -0.281
F -3.712 6.162 0.126 3.2 -4.1 -0.6 -0.268
C -3.212 3.593 0.350 -1.1 -1.8 -1.8 0.656
F -3.825 2.960 -0.877 1.9 1.9 4.2 -0.309
F -2.132 2.671 0.779 -3.0 3.1 -1.2 -0.242
C -4.372 3.644 1.522 -1.9 2.2 1.8 0.576
F -5.689 4.164 0.994 4.8 -2.0 1.4 -0.269
F -4.008 4.607 2.628 -0.7 -3.2 -3.8 -0.279
C -4.664 2.208 2.257 -1.2 -0.1 3.1 0.440
F -3.558 1.782 3.192 -3.5 1.4 -3.6 -0.181
F -5.852 2.442 3.161 4.0 -0.8 -3.2 -0.287
C -5.101 0.988 1.252 -1.7 -3.8 -0.6 0.672
F -6.221 1.350 0.329 4.5 -1.1 3.3 -0.213
F -5.654 -0.114 2.125 2.0 3.9 -3.0 -0.237
F -3.969 0.367 0.507 -4.0 2.6 2.5 -0.199
H -0.889 1.773 4.177 0.6 -0.5 -1.1 0.226
H 0.404 0.888 3.499 -1.2 0.4 -0.4 0.269
H 0.947 4.769 3.842 -1.8 -1.3 1.1 0.324
H 4.084 4.319 1.980 -1.1 -1.8 1.3 0.491
H 3.179 4.209 3.629 0.7 -1.6 -1.9 0.394
H 5.344 2.549 3.449 -2.3 -0.7 -0.9 0.450
H 4.522 1.558 2.070 -0.7 1.0 2.1 0.215
H 0.718 1.446 0.252 2.1 0.6 0.8 0.467
H 2.004 0.748 1.446 -0.6 2.0 -1.3 0.426
H 2.706 2.372 -1.306 0.9 -1.8 1.7 0.320
H 4.057 1.697 -0.056 -2.2 0.0 -0.8 0.172
H 1.371 5.739 1.546 -0.1 -1.9 -1.5 0.406
H 2.314 5.108 0.039 -1.9 -0.8 1.7 0.491
H -0.154 3.681 -0.494 0.0 2.1 0.8 0.287
H 0.303 5.385 -1.157 -0.8 -1.3 2.3 0.463
C 5.988 0.389 -6.712 -0.2 -0.1 -0.2 -0.890
C 5.893 0.959 -5.510 1.7 0.1 0.5 0.391
C 4.571 1.333 -4.934 -0.8 0.1 0.2 1.002
O 4.514 1.839 -3.818 0.3 -0.2 -0.3 -0.666
C 3.370 1.079 -5.743 0.2 0.2 0.3 -0.667
C 3.465 0.512 -6.947 -1.7 0.0 -0.5 0.220
C 4.784 0.113 -7.511 0.8 -0.5 -0.8 0.871
O 4.839 -0.424 -8.613 -0.4 0.5 0.9 -0.615
O 2.340 0.273 -7.715 1.9 -0.1 0.5 -0.652
O 7.020 1.224 -4.754 -1.9 0.0 -0.3 -0.575
H 6.942 0.110 -7.142 -0.1 0.0 0.0 0.434
H 2.417 1.372 -5.320 0.1 -0.1 0.0 0.401
H 2.671 -0.145 -8.540 -0.1 0.3 0.2 0.369
H 6.689 1.636 -3.927 0.2 -0.2 -0.4 0.331
C 1.448 -3.991 -4.209 0.2 0.4 -0.2 -0.995
C 0.555 -4.981 -4.269 -0.1 -0.8 1.9 0.316
C -0.169 -5.294 -5.532 -0.7 -0.5 -0.8 0.793
O -0.971 -6.221 -5.561 0.7 0.6 0.4 -0.627
C 0.109 -4.459 -6.711 0.0 -0.2 0.2 -0.887
C 0.999 -3.467 -6.650 0.0 0.6 -1.4 0.182
C 1.744 -3.172 -5.395 0.5 0.3 0.5 0.920
O 2.570 -2.266 -5.375 -0.4 -0.3 -0.2 -0.507
O 1.263 -2.677 -7.753 0.3 -0.6 1.7 -0.596
O 0.271 -5.753 -3.158 -0.1 0.7 -1.9 -0.571
H 1.984 -3.754 -3.298 0.0 0.0 0.0 0.480
H -0.438 -4.686 -7.617 0.2 0.1 0.4 0.990
H 1.943 -2.033 -7.457 -0.4 -0.2 -0.1 0.289
H -0.405 -6.401 -3.456 0.3 0.2 0.1 0.353
C 3.561 -2.471 8.934 -0.1 0.4 -0.4 -0.978
C 3.787 -2.788 10.211 0.0 -2.1 0.1 0.345
C 4.008 -1.735 11.241 0.2 0.4 1.1 0.912
O 4.195 -2.056 12.409 -0.2 0.0 -1.1 -0.590
C 3.998 -0.330 10.804 0.0 -0.2 0.2 -0.773
C 3.775 -0.014 9.527 0.1 1.7 0.1 0.310
C 3.527 -1.065 8.502 -0.1 -0.6 -0.7 0.874
O 3.307 -0.743 7.340 0.3 0.1 0.7 -0.461
O 3.766 1.304 9.109 -0.1 -1.8 -0.3 -0.603
O 3.823 -4.107 10.623 0.1 2.1 0.1 -0.555
H 3.397 -3.226 8.175 0.0 0.0 0.1 0.422
H 4.177 0.424 11.560 0.0 0.0 0.0 0.435
H 3.583 1.271 8.145 0.0 0.0 0.6 0.215
H 4.001 -4.074 11.588 -0.1 0.0 -0.4 0.354
C -4.029 -4.533 -9.190 0.5 -0.1 0.1 -0.875
C -4.992 -4.411 -10.106 -1.6 0.7 1.0 0.376
C -4.755 -4.771 -11.531 -0.2 -0.2 -1.2 0.845
O -5.664 -4.666 -12.347 0.5 0.0 0.9 -0.600
C -3.413 -5.243 -11.909 -0.3 0.1 -0.1 -0.810
C -2.449 -5.362 -10.993 1.5 -0.6 -1.0 0.325
C -2.695 -5.028 -9.564 -0.1 0.2 0.8 0.804
O -1.795 -5.165 -8.742 -0.7 -0.1 -1.1 -0.560
O -1.185 -5.802 -11.342 -1.4 0.7 1.3 -0.580
O -6.248 -3.944 -9.763 1.5 -0.7 -1.2 -0.562
H -4.189 -4.277 -8.151 0.0 0.0 -0.1 0.438
H -3.249 -5.484 -12.951 0.0 0.0 0.1 0.424
H -0.670 -5.803 -10.505 -0.2 0.0 -0.4 0.330
H -6.765 -3.948 -10.598 0.2 0.0 0.3 0.351
C -6.125 -1.159 8.061 -0.3 0.1 -0.1 -0.932
C -4.831 -1.142 7.734 0.8 -0.6 1.5 0.385
C -4.378 -0.675 6.394 0.4 0.2 -0.8 0.799
O -3.181 -0.652 6.130 -0.5 -0.1 0.4 -0.631
C -5.404 -0.258 5.426 0.5 -0.1 0.1 -0.385
C -6.698 -0.279 5.752 -1.0 0.6 -1.7 0.283
C -7.149 -0.719 7.100 -0.8 -0.3 0.9 0.724
O -8.344 -0.710 7.377 0.9 0.1 -0.5 -0.601
O -7.668 0.109 4.846 0.8 -0.7 1.8 -0.510
O -3.863 -1.556 8.630 -0.7 0.7 -1.7 -0.571
H -6.468 -1.494 9.031 0.0 0.0 -0.1 0.416
H -5.062 0.062 4.450 0.0 -0.1 0.1 0.301
H -8.523 0.006 5.318 0.3 0.0 -0.2 0.356
H -3.008 -1.448 8.160 -0.4 -0.1 0.2 0.342
```
Forces are in eV/Å.

## Properties
Gap between HOMO and LUMO   6.80 eV
Calculated total energy   -154327.69432 eV
Total charge   +1
LUMO energy   -4.2 eV